Entry 1:
12
Properties=species:S:1:pos:R:3 method="wB97M-V/def2-TZVPD" total_charge=-1 homo_lumo_gap_ev=6.8 de_lowest_kcal_mol=9.8 homo_ha=-0.1129
C -1.59155 0.04752 -1.60333
C 1.07904 0.69618 0.68269
C -0.00731 -0.41486 0.91660
N -0.28216 -1.20105 -0.20292
O -0.93257 0.53920 -2.46387
O -2.65705 -0.05578 -1.10869
Br 1.25202 -1.79048 -1.18775
H 1.17164 1.32243 1.69618
H 2.18430 0.47852 0.50575
H 0.49825 1.24126 -0.14493
H 0.28621 -0.95879 1.85021
H -1.00081 0.09585 1.06006


Entry 2:
11
Properties=species:S:1:pos:R:3 method="wB97M-V/def2-TZVPD" smiles="NS(=O)(=O)Cl.FC=S" total_charge=0 homo_lumo_gap_ev=9.4 de_lowest_kcal_mol=11.5 homo_ha=-0.3681
N -0.84184 -0.63529 1.27838
S -1.53033 0.18388 0.03035
O -2.85945 0.61701 0.44987
O -0.45443 1.01874 -0.48845
Cl -1.87785 -1.28231 -1.16887
H 0.11066 -0.38156 1.34985
H -1.16335 -0.57074 2.23619
F 1.70020 -0.77797 -1.49419
C 2.22172 0.37038 -0.99030
S 2.37389 0.49102 0.61347
H 2.32078 0.96683 -1.81630


Entry 3:
141
Properties=species:S:1:pos:R:3 method="wB97M-V/def2-TZVPD" smiles=COC[C@H](C)N.COC[C@H](C)N.COC[C@H](C)N.COCCNCCOC.COCCNCCOC.COCCNCCOC.CO.CO.CO total_charge=0 homo_lumo_gap_ev=9.1 de_lowest_kcal_mol=9.0 homo_ha=-0.3172
C -27.20911 17.18005 -20.25370
O -27.84769 16.28220 -19.36928
C -27.59908 14.90318 -19.62664
C -28.80852 14.09468 -19.16880
C -28.75806 13.85568 -17.66358
N -28.91036 12.79204 -19.83663
H -26.14836 17.22239 -19.96639
H -27.72304 18.13197 -20.20675
H -27.17041 16.80390 -21.28539
H -27.52166 14.75063 -20.71000
H -26.69758 14.63854 -19.06429
H -29.73676 14.62388 -19.38100
H -29.59188 13.24308 -17.32536
H -28.72952 14.78545 -17.08685
H -27.83379 13.33697 -17.38025
H -29.39688 12.87562 -20.71994
H -28.02501 12.34360 -20.03675
C -29.82272 23.12490 -18.32712
O -29.97650 24.40764 -17.76385
C -28.77017 25.10942 -17.64964
C -29.07318 26.60284 -17.79320
C -29.57627 26.96685 -19.16995
N -27.98563 27.48450 -17.37549
H -29.83942 23.27172 -19.41443
H -30.56833 22.38493 -18.03171
H -28.89260 22.59522 -18.07427
H -28.30759 24.97140 -16.65867
H -28.01037 24.77270 -18.37158
H -29.86697 26.72240 -17.04768
H -28.73602 27.15230 -19.84232
H -30.19990 27.86278 -19.15628
H -30.20018 26.18753 -19.61721
H -28.16366 27.89588 -16.46960
H -27.06434 27.07402 -17.28477
C -22.40931 17.59233 -20.45976
O -23.35268 18.60504 -20.19806
C -23.07287 19.85332 -20.80934
C -21.80094 20.49560 -20.33792
C -21.85930 20.80640 -18.83730
N -21.56330 21.75572 -21.08412
H -22.17486 17.57298 -21.53420
H -22.82590 16.63818 -20.14975
H -21.45948 17.74129 -19.93326
H -23.02791 19.73026 -21.90406
H -23.93977 20.46579 -20.56640
H -20.94320 19.81899 -20.40350
H -22.64533 21.53016 -18.60659
H -20.92121 21.22130 -18.46872
H -22.07748 19.85795 -18.34350
H -21.02343 21.53837 -21.92352
H -20.86360 22.30686 -20.59094
C -31.89779 23.00064 -11.39039
O -32.52720 22.36337 -12.45944
C -32.03425 22.75442 -13.73369
C -31.30750 21.63743 -14.44679
N -30.17842 21.12531 -13.62759
C -29.87344 19.73850 -13.88572
C -29.33740 19.52917 -15.28729
O -30.37040 19.39880 -16.22973
C -29.88411 19.00312 -17.48744
H -30.80861 22.89121 -11.44563
H -32.26413 22.62154 -10.43699
H -32.11563 24.07954 -11.33628
H -31.38588 23.63354 -13.64872
H -32.87758 23.06501 -14.35754
H -30.87771 22.04826 -15.36402
H -31.95423 20.78872 -14.69441
H -30.49322 21.25304 -12.67294
H -30.75124 19.07875 -13.77801
H -29.07417 19.45152 -13.19959
H -28.73971 18.60894 -15.25028
H -28.62330 20.34495 -15.47126
H -30.76246 18.61958 -18.01908
H -29.10626 18.23748 -17.48422
H -29.59006 19.84091 -18.13886
C -33.84920 28.13842 -21.32458
O -34.19466 26.86066 -21.80519
C -33.40314 25.82702 -21.25167
C -33.34125 24.68903 -22.23925
N -32.66232 23.53398 -21.66478
C -32.16041 22.59839 -22.65975
C -30.89830 23.04246 -23.35256
O -29.91081 23.24408 -22.37913
C -28.78626 23.94497 -22.82188
H -34.09295 28.23807 -20.26049
H -34.41431 28.87063 -21.89558
H -32.77681 28.31256 -21.47028
H -33.90337 25.44820 -20.34698
H -32.40453 26.16835 -20.95059
H -32.87245 25.04846 -23.17026
H -34.36886 24.43648 -22.51818
H -31.87688 23.88137 -21.12366
H -32.92587 22.39256 -23.41052
H -31.96976 21.64770 -22.15472
H -31.03760 23.97306 -23.92565
H -30.62390 22.28826 -24.10994
H -28.19452 23.32046 -23.50234
H -28.17329 24.19251 -21.95474
H -29.05237 24.89715 -23.30008
C -26.23561 20.64245 -16.99507
O -26.25712 19.25336 -16.93690
C -24.98768 18.68885 -16.61116
C -25.09412 17.18015 -16.76205
N -25.32374 16.49720 -15.49351
C -26.62856 16.84303 -14.90564
C -26.90597 15.92716 -13.72860
O -26.72944 14.56653 -14.12643
C -27.88903 13.77969 -14.06084
H -25.59658 20.99063 -17.81247
H -26.01861 21.18858 -16.05807
H -27.25552 21.02744 -17.11373
H -24.68657 19.02719 -15.61561
H -24.27916 19.05785 -17.36796
H -24.15610 16.79516 -17.16659
H -25.87942 17.01242 -17.51594
H -25.40065 15.49668 -15.65877
H -27.47843 16.84203 -15.60113
H -26.51678 17.86058 -14.51154
H -27.95475 16.04928 -13.43420
H -26.27535 16.14639 -12.86655
H -28.78226 14.30486 -14.41820
H -28.07979 13.45786 -13.02773
H -27.75126 12.89042 -14.67368
C -25.41645 19.71403 -24.59828
O -24.24227 20.49633 -24.34648
H -25.28372 18.74817 -24.11154
H -26.29940 20.21812 -24.21949
H -25.45188 19.45459 -25.66168
H -24.44403 21.41552 -24.53915
C -24.16251 24.11992 -21.40282
O -24.38415 22.72556 -21.56741
H -23.51860 24.34609 -20.55120
H -23.76548 24.55270 -22.32554
H -25.12490 24.60108 -21.22391
H -23.52870 22.27352 -21.60642
C -26.82457 21.10664 -20.43375
O -26.89338 20.59775 -21.75521
H -25.84836 21.44228 -20.08930
H -27.45538 22.01117 -20.48622
H -27.30543 20.45896 -19.70402
H -26.28848 21.15337 -22.26040


Entry 4:
119
Properties=species:S:1:pos:R:3 method="wB97M-V/def2-TZVPD" total_charge=+1 homo_lumo_gap_ev=5.3 homo_ha=-0.3505
C -3.51657 2.46986 -0.83181
C -3.16403 1.77823 -2.14561
S -4.14203 0.28040 -2.42528
C -3.03995 -1.16065 -2.20060
C -2.28321 -0.99580 -0.93397
C -0.95076 -0.54930 -0.93412
Br -0.04652 -0.27229 -2.55472
C -0.27977 -0.33527 0.25881
C 1.16393 0.16217 0.19778
O 2.03873 -0.61716 0.31371
O 1.27588 1.46416 -0.03191
C 2.17805 1.82862 -1.11282
C 3.34697 2.76506 -0.78306
C 3.18372 3.79726 0.34613
S 4.60191 3.86690 1.46891
C 4.44664 2.43741 2.47761
S 3.01307 1.86351 2.93308
N 5.73683 1.90043 2.81187
C 5.89903 0.69068 2.01930
C 6.58018 0.81604 0.81192
C 6.73134 -0.28853 -0.01720
C 6.20846 -1.52565 0.33773
C 5.54219 -1.64389 1.55554
C 5.37839 -0.54387 2.38513
C 5.99183 1.76756 4.21593
C 6.91682 0.83989 4.69403
C 7.19177 0.72901 6.05159
C 6.56500 1.55578 6.97834
C 5.66208 2.50388 6.50029
C 5.38116 2.61260 5.14413
C -0.95248 -0.61555 1.45018
S -0.15677 -0.36117 3.04216
C -1.26556 -0.90463 4.32218
O 1.01253 -1.17809 3.09444
O -0.00877 1.05727 3.17289
C -2.24536 -1.06438 1.40664
N -2.88972 -1.24171 0.23888
C -4.30364 -1.67377 0.32607
H -3.06801 3.46123 -0.86563
H -3.07302 1.95593 0.01862
H -4.58625 2.60154 -0.71158
H -2.10044 1.56950 -2.12470
H -3.32796 2.44361 -2.98686
H -3.71155 -2.00904 -2.18081
H -2.37529 -1.30509 -3.03765
H 1.55310 2.26498 -1.88542
H 2.60183 0.91675 -1.51963
H 3.48840 3.33483 -1.69902
H 4.25813 2.18943 -0.65799
H 3.19119 4.78913 -0.09595
H 2.25651 3.71498 0.90412
H 6.98559 1.77363 0.52817
H 7.24442 -0.19965 -0.96301
H 6.31503 -2.37699 -0.31490
H 5.13580 -2.58962 1.88138
H 4.84242 -0.64794 3.31447
H 7.44021 0.19042 4.00929
H 7.89643 -0.00795 6.40444
H 6.76827 1.48283 8.03293
H 5.17660 3.15232 7.21348
H 4.68628 3.38069 4.84444
H -1.09227 -1.93933 4.58627
H -0.98696 -0.27443 5.16034
H -2.29911 -0.67507 4.08880
H -2.78623 -1.28736 2.30706
H -4.57010 -2.30091 -0.50785
H -4.39823 -2.25950 1.23319
H -4.94254 -0.80434 0.40926
C -0.87713 3.05628 -7.46749
O -1.99148 2.27906 -7.92847
P -3.31413 2.26033 -7.03675
O -3.08737 2.51298 -5.61219
O -3.94794 0.85822 -7.39087
C -3.24375 -0.31287 -6.94306
O -4.29131 3.28252 -7.72268
C -4.53394 3.20813 -9.13731
H -0.39998 2.55827 -6.62482
H -0.17179 3.12974 -8.29082
H -1.19135 4.05617 -7.17024
H -2.99553 -0.22397 -5.88340
H -2.33542 -0.45043 -7.52791
H -3.88856 -1.17202 -7.09077
H -4.44231 2.18804 -9.50596
H -3.82830 3.85213 -9.65926
H -5.54555 3.56172 -9.31458
C -1.97757 -5.04833 -5.21521
O -1.41144 -5.40929 -6.47853
P -1.52675 -4.35901 -7.67842
O -2.65616 -3.43851 -7.56994
O -1.50633 -5.29408 -8.94925
C -2.64480 -6.14279 -9.16766
O -0.12364 -3.64734 -7.74163
C 1.08027 -4.43205 -7.76230
H -3.06431 -5.09751 -5.26553
H -1.61569 -5.76504 -4.48195
H -1.67050 -4.04316 -4.92173
H -3.56834 -5.56907 -9.09805
H -2.65226 -6.95279 -8.43846
H -2.55322 -6.55758 -10.16651
H 0.92045 -5.39768 -8.23819
H 1.43420 -4.57975 -6.74305
H 1.82379 -3.87645 -8.32661
C -1.57111 1.89374 8.18422
O -1.97968 1.30798 9.42682
P -2.73665 -0.09799 9.38733
O -3.44748 -0.36953 8.13851
O -3.61961 -0.04003 10.69587
C -4.70345 0.90062 10.72146
O -1.63511 -1.16408 9.74431
C -0.79199 -0.97103 10.89207
H -2.43761 2.28225 7.65188
H -0.89354 2.71032 8.41801
H -1.05326 1.16509 7.56013
H -5.31115 0.80868 9.82178
H -4.31564 1.91563 10.80738
H -5.31138 0.67207 11.59139
H -1.30167 -0.40997 11.67312
H 0.11226 -0.44388 10.59223
H -0.52844 -1.95331 11.27368


Entry 5:
138
Properties=species:S:1:pos:R:3 method="wB97M-V/def2-TZVPD" total_charge=-1 homo_lumo_gap_ev=6.1 de_lowest_kcal_mol=0.0 homo_ha=-0.1490
C 0.89853 3.48537 -5.05323
C 0.23732 2.57527 -6.03093
O -0.53650 2.93901 -6.95832
O 0.55720 1.23897 -5.90660
C -0.36089 0.47082 -5.12093
C 0.01402 0.21151 -3.65510
C -1.05304 0.65364 -2.65158
C -0.70261 0.29661 -1.18802
C -0.89097 1.44539 -0.17247
C 0.29467 2.41630 0.06389
O 1.51881 1.77102 -0.06801
B 2.36358 2.48809 -1.06976
O 1.56442 3.70335 -1.44465
C 0.38850 3.74570 -0.73151
O -0.71941 4.02672 -1.57401
H 1.58699 4.15777 -5.56771
H 1.47655 2.94177 -4.30805
H 0.14477 4.07002 -4.52292
H -1.34782 0.93809 -5.18847
H -0.43257 -0.48090 -5.65025
H 0.08065 -0.87913 -3.55262
H 0.99447 0.59807 -3.37266
H -1.29346 1.71028 -2.76747
H -1.95680 0.09060 -2.91642
H -1.36544 -0.51388 -0.87738
H 0.32247 -0.06370 -1.11425
H -1.82588 1.98130 -0.38146
H -1.05243 0.97759 0.80504
H 0.17722 2.75720 1.10708
H 3.48544 2.81690 -0.67035
H 2.52955 1.72266 -2.05934
H 0.43639 4.56726 0.00354
H -1.31223 3.28251 -1.55905
C 1.93465 0.21832 4.32483
C 0.57129 0.43739 3.69341
O -0.33522 -0.63742 3.90304
C -0.65653 -0.90181 5.24992
C -1.34428 0.25357 5.96090
H 2.33971 -0.75237 4.03467
H 2.62274 0.99710 3.99841
H 1.89268 0.25278 5.41566
H 0.68909 0.51662 2.61260
H 0.13143 1.38126 4.03455
H 0.23502 -1.21209 5.80895
H -1.32593 -1.76254 5.21608
H -0.67121 1.09823 6.11248
H -1.69801 -0.06844 6.94155
H -2.19738 0.60219 5.37756
C -2.66822 -3.59232 -4.10465
C -2.55214 -3.61469 -2.59067
O -3.54985 -2.85525 -1.93747
C -4.88254 -3.28097 -2.12933
C -5.16505 -4.68174 -1.61283
H -2.74107 -2.56048 -4.45098
H -1.79073 -4.05406 -4.55823
H -3.54672 -4.13120 -4.46486
H -1.60740 -3.15551 -2.29981
H -2.54045 -4.64388 -2.21226
H -5.17765 -3.19436 -3.18231
H -5.48114 -2.56017 -1.57228
H -4.66922 -5.44682 -2.21358
H -6.23624 -4.88277 -1.64015
H -4.81942 -4.78711 -0.58433
C 6.57612 0.11019 5.01024
C 5.74835 1.35694 4.74743
O 4.98321 1.78036 5.86322
C 5.72819 2.14497 7.00563
C 6.66454 3.32114 6.77762
H 5.94797 -0.68069 5.42221
H 7.01749 -0.24260 4.07837
H 7.39048 0.29573 5.71334
H 5.02281 1.15372 3.96177
H 6.38449 2.17217 4.38766
H 6.28401 1.28461 7.39806
H 4.98112 2.40910 7.75455
H 7.49135 3.06427 6.11407
H 7.09152 3.64793 7.72659
H 6.12195 4.15549 6.33163
C -4.90011 -9.13029 -2.43858
C -4.76117 -9.15495 -0.92530
O -5.73674 -8.38734 -0.24809
C -7.07759 -8.79104 -0.43731
C -7.37606 -10.19515 0.06293
H -4.96070 -8.10180 -2.79591
H -4.03589 -9.60917 -2.89921
H -5.79141 -9.66006 -2.77851
H -3.80891 -8.71148 -0.63589
H -4.75769 -10.18826 -0.55810
H -7.36647 -8.69201 -1.49036
H -7.66795 -8.06637 0.12277
H -6.88672 -10.95966 -0.54250
H -8.44950 -10.38265 0.02608
H -7.03657 -10.31038 1.09277
C 3.80631 3.68291 2.92659
C 5.03334 4.56938 2.79719
O 5.24602 5.07184 1.49575
C 4.19799 5.87028 0.97656
C 3.96133 7.14814 1.76804
H 3.80366 2.91008 2.15523
H 3.78486 3.21007 3.91036
H 2.88388 4.25550 2.81596
H 5.93408 3.99526 3.02091
H 4.98971 5.38785 3.52981
H 3.27381 5.29240 0.88119
H 4.50689 6.11757 -0.03791
H 3.54338 6.94822 2.75677
H 3.25553 7.78624 1.23537
H 4.89708 7.69459 1.90219
C -4.62406 -1.28220 1.69647
C -6.03992 -1.06075 1.19253
O -6.92744 -2.13359 1.46694
C -7.12678 -2.41759 2.83618
C -7.73906 -1.27003 3.62328
H -4.24564 -2.24547 1.35317
H -3.96624 -0.50052 1.31748
H -4.56651 -1.26192 2.78626
H -6.02604 -0.97704 0.10622
H -6.44540 -0.11820 1.57802
H -6.18972 -2.74109 3.30381
H -7.80080 -3.27458 2.84931
H -7.04990 -0.43108 3.72651
H -8.00252 -1.60591 4.62682
H -8.64074 -0.90832 3.12754
C 6.66036 2.42114 -5.11560
C 5.19347 2.27434 -5.48960
O 4.42645 3.43019 -5.24375
C 4.79152 4.59005 -5.95337
C 4.66660 4.45418 -7.46382
H 6.74934 2.79398 -4.09489
H 7.15976 1.45346 -5.18070
H 7.18782 3.11124 -5.77781
H 4.73133 1.50418 -4.87327
H 5.09459 1.95296 -6.53501
H 5.80503 4.91251 -5.68148
H 4.10790 5.35956 -5.59417
H 5.40836 3.76828 -7.87728
H 4.81197 5.42523 -7.93957
H 3.67658 4.08030 -7.72828


Entry 6:
17
Properties=species:S:1:pos:R:3 method="wB97M-V/def2-TZVPD" smiles="C[C@@H](N)OC(N)=[NH2+]" total_charge=+1 homo_lumo_gap_ev=11.7 de_lowest_kcal_mol=41.0 homo_ha=-0.5394
C -2.06942 0.79470 -0.62656
C -0.79128 0.34183 0.09961
N -0.97749 -0.87371 0.93120
O 0.25015 0.13759 -0.79076
C 1.42103 -0.11031 -0.21379
N 2.52789 0.26370 -0.91014
N 1.48769 -0.75789 0.91986
H -2.80746 0.01427 -0.80301
H -1.75617 1.42288 -1.48627
H -2.80176 1.42153 -0.02025
H -0.47336 1.23416 0.74200
H -1.52568 -0.91454 1.75695
H -1.18400 -1.68150 0.27029
H 3.41435 -0.25897 -0.80567
H 2.49712 0.72928 -1.76765
H 0.43605 -0.89536 1.27776
H 2.35236 -0.86765 1.42644


Entry 7:
16
Properties=species:S:1:pos:R:3 method="wB97M-V/def2-TZVPD" smiles=C[C@H]1CC[C@H]1O total_charge=0 homo_lumo_gap_ev=10.8 de_lowest_kcal_mol=21.1 homo_ha=-0.3613
C -1.51467 0.35404 0.92715
C -0.13179 0.61267 0.34989
C 1.03799 -0.27682 0.84318
C 1.50513 -0.43019 -0.62371
C 0.15202 0.12192 -1.10000
O -0.66810 -0.95269 -1.51528
H -2.29884 0.88546 0.37062
H -1.74540 -0.71759 0.90231
H -1.57252 0.68880 1.96941
H 0.12566 1.67813 0.43146
H 1.74274 0.18013 1.54645
H 0.67937 -1.22311 1.26590
H 2.34237 0.22691 -0.88104
H 1.72169 -1.44148 -0.97908
H 0.18796 0.90307 -1.87426
H -1.56363 -0.60925 -1.63300


Entry 8:
15
Properties=species:S:1:pos:R:3 method="wB97M-V/def2-TZVPD" total_charge=0 homo_lumo_gap_ev=5.2 de_lowest_kcal_mol=150.9 homo_ha=-0.2868
C -1.54423 -1.18190 0.23764
C -1.43513 0.21006 -0.45733
C -1.75306 0.19355 0.98237
S 1.29611 -0.40567 0.67420
H -0.86576 -1.81682 0.77761
H -0.72939 -1.43296 -1.28881
H -2.50856 -1.66828 0.11498
H -2.26416 0.51033 -1.09314
H -0.51023 0.65825 -0.77426
H -2.74556 0.45555 1.32351
H -0.97427 0.58898 1.61649
H 2.21806 -0.96997 -0.12847
H 1.61422 1.33754 -0.73300
H 1.51359 0.72166 -2.10630
O 1.66759 1.57287 -1.68277